Record 1
The following is a DFT calculation (wB97M-V/def2-TZVPD) of a molecular structure, C27H47BIrN12O2Si at a distorted geometry.

## Properties
<S²>: 0.833
E in eV: -62118.1710
HOMO energy (alpha / beta) in Eh: -0.4902 / -0.4902
Orbital gap (alpha / beta) in eV: 7.1724 / 5.7641

The geometry in ORCA input format:
```
! wB97M-V def2-TZVPD RIJCOSX def2/J DEFGRID3
* xyz 2 2
Ir 0.2917 -0.0226 -0.3622
C -2.9392 -2.5866 -2.1069
C -1.9752 -1.5785 -2.1819
N -1.2418 -1.5804 -1.0756
N -1.6965 -2.5643 -0.2820
C -2.7296 -3.1854 -0.8832
B -0.9157 -2.8219 1.0075
N -1.0347 -1.5461 1.8913
C -1.8252 -1.3624 2.9547
C -1.4961 -0.1494 3.5388
C -0.4807 0.3578 2.7397
N -0.2165 -0.4918 1.7463
N 0.5633 -3.0150 0.5962
C 1.3052 -4.1291 0.7230
C 2.4519 -3.9817 -0.0316
C 2.3337 -2.7180 -0.6046
N 1.1975 -2.1495 -0.2158
N -1.3427 -4.0187 1.8320
C -1.8074 -5.2512 1.4838
C -1.8415 -6.0288 2.6102
C -1.3472 -5.1916 3.6307
N -1.0324 -4.0060 3.1513
H -3.6777 -2.8361 -2.8466
H -1.8024 -0.8534 -2.9567
H -3.2676 -3.9877 -0.4105
H -2.5712 -2.0764 3.2439
H -1.9245 0.2816 4.4254
H 0.1023 1.2584 2.8484
H 0.9902 -4.9542 1.3382
H 3.2486 -4.6907 -0.1629
H 2.9957 -2.2188 -1.2901
H -2.0510 -5.5053 0.4664
H -2.1576 -7.0525 2.7024
H -1.1851 -5.4065 4.6732
N -1.0563 1.8944 0.4827
C -1.5952 2.8203 -0.5198
C -0.9450 4.2030 -0.5561
C -1.4177 5.2239 0.4996
C -0.4462 5.4780 1.6632
N -0.5663 4.5175 2.7666
C -1.4873 4.5758 3.7247
N -1.5092 3.6401 4.6777
N -2.4174 5.5234 3.7201
C -1.3769 2.1671 -1.9208
O -1.6455 2.8049 -2.9159
O -0.8998 0.9855 -1.8543
H -1.7606 1.2031 0.7189
H -0.7998 2.3715 1.3363
H -2.6796 2.9410 -0.4269
H -1.1863 4.5944 -1.5429
H 0.1421 4.0908 -0.5155
H -2.3932 4.9215 0.8893
H -1.5503 6.1818 -0.0038
H -0.5934 6.4846 2.0612
H 0.5814 5.4268 1.3071
H 0.1638 3.8302 2.8619
H -0.8277 2.9031 4.7189
H -2.1605 3.6942 5.4430
H -2.3984 6.2702 3.0469
H -3.0842 5.5927 4.4709
C 2.2125 2.8143 0.6200
Si 2.4478 1.1119 -0.2402
C 4.1252 0.5011 0.6042
C 5.0361 -0.3301 -0.3001
C 3.6122 -0.3745 1.7594
C 4.9580 1.6476 1.1834
C 3.0188 1.7325 -2.4948
C 3.4815 0.4413 -3.0969
C 4.0337 2.8195 -2.3568
C 1.6746 2.1799 -2.9685
H 2.9137 3.5778 0.2816
H 2.3717 2.6724 1.6925
H 1.2008 3.1898 0.4776
H 4.4965 -1.0820 -0.8718
H 5.7593 -0.8636 0.3215
H 5.6061 0.3015 -0.9818
H 3.1383 -1.2853 1.3927
H 2.8899 0.1624 2.3810
H 4.4516 -0.6700 2.3933
H 5.1544 2.4454 0.4662
H 5.9294 1.2397 1.4713
H 4.5089 2.0791 2.0769
H 4.5091 0.2036 -2.8381
H 3.4287 0.5287 -4.1886
H 2.8242 -0.3877 -2.8253
H 4.8910 2.5307 -1.7478
H 3.5926 3.7349 -1.9653
H 4.4242 3.0511 -3.3559
H 0.9578 1.3643 -2.9873
H 1.7648 2.5423 -4.0009
H 1.2686 3.0030 -2.3787
*
```

---

Record 2
The following is a DFT calculation (wB97M-V/def2-TZVPD) of a molecular structure, C50H45ClN3O6SSbSe2Ti at a distorted geometry.

## Properties
E in eV: -253041.6222
HOMO energy in Eh: -0.2910
Orbital gap in eV: 7.1743

The geometry in ORCA input format:
```
! wB97M-V def2-TZVPD RIJCOSX def2/J DEFGRID3
* xyz 0 1
Ti -0.4185 -0.8526 0.9992
O -2.3259 -0.0389 -4.5968
C -1.7154 1.1313 -4.7296
O -1.9667 1.8628 -5.6502
C -0.7069 1.5053 -3.6862
C 0.0159 2.6794 -3.6917
Cl -0.0743 3.9675 -4.7928
N 0.8230 2.6826 -2.5908
N 0.6408 1.5806 -1.8664
C -0.2555 0.8610 -2.4979
C -0.6622 -0.4166 -1.8606
O -1.5180 -1.1349 -2.3234
O -0.0137 -0.7186 -0.7395
C 1.7800 3.6324 -2.0819
C 2.0827 3.5566 -0.7272
C 3.0070 4.4301 -0.1800
C 3.6348 5.3770 -0.9785
C 3.3560 5.4157 -2.3359
C 2.4347 4.5419 -2.8993
H -2.0682 -0.5058 -3.7688
H 1.6037 2.7990 -0.1217
H 3.2419 4.3598 0.8748
H 4.3462 6.0694 -0.5481
H 3.8691 6.1226 -2.9753
H 2.2558 4.5677 -3.9613
O -1.1339 -1.5209 3.2912
C -1.5456 -2.8523 3.6128
C -2.3069 -3.4720 2.4509
C -2.9279 -4.7549 3.0372
O -3.4664 -5.6361 2.0657
C -3.4353 -2.5386 2.0080
Se -2.9080 -0.9203 1.0272
C -1.4138 -3.8523 1.2481
Se 0.4355 -3.1454 1.2368
H -0.6655 -1.1460 4.0471
H -2.1969 -2.8092 4.4917
H -0.6748 -3.4711 3.8418
H -3.6913 -4.4836 3.7752
H -2.1490 -5.3246 3.5472
H -4.1903 -5.1983 1.6063
H -4.0032 -2.2035 2.8764
H -4.1164 -3.0584 1.3329
H -1.8724 -3.5285 0.3193
H -1.2931 -4.9303 1.1931
S -0.6089 3.8443 1.7638
C -1.7144 3.6648 0.4416
C -2.4173 4.6568 -0.2393
C -3.2691 4.2653 -1.2516
C -3.4327 2.9096 -1.5656
C -2.7295 1.9316 -0.8935
C -1.8415 2.3154 0.1128
N -1.0317 1.4704 0.8784
C -0.3583 2.1361 1.7668
C 0.6109 1.4618 2.6405
C 1.2498 2.1331 3.6794
C 2.2097 1.4750 4.4295
C 2.5366 0.1603 4.1194
C 1.8762 -0.5051 3.0931
C 0.8844 0.1237 2.3302
H -2.2961 5.7010 0.0185
H -3.8229 5.0131 -1.8038
H -4.1244 2.6223 -2.3474
H -2.8758 0.8849 -1.1275
H 0.9948 3.1634 3.9041
H 2.7069 1.9847 5.2451
H 3.3122 -0.3492 4.6785
H 2.1475 -1.5319 2.8802
C 5.3180 -2.4155 -3.3312
C 5.0253 -0.9648 -3.6278
C 5.4699 -0.4713 -4.8586
C 5.2944 0.8495 -5.2364
C 4.6762 1.7310 -4.3608
C 4.2206 1.2547 -3.1431
C 4.3687 -0.0868 -2.7546
Sb 3.3659 -0.3268 -0.8449
C 4.9075 0.4963 0.4259
C 4.3980 1.3358 1.4206
C 5.2283 1.9894 2.3252
C 6.5979 1.8098 2.2347
C 7.1198 0.9825 1.2477
C 6.3016 0.3204 0.3358
C 6.9378 -0.5663 -0.7031
C 3.6801 -2.4007 -0.3568
C 4.4454 -2.7475 0.7565
C 4.6154 -4.0788 1.1203
C 4.0150 -5.0739 0.3640
C 3.2291 -4.7319 -0.7283
C 3.0347 -3.4035 -1.0904
C 2.1115 -3.0718 -2.2338
H 6.3400 -2.6536 -3.6305
H 4.6514 -3.0699 -3.8989
H 5.2058 -2.6570 -2.2802
H 5.9723 -1.1544 -5.5358
H 5.6425 1.1885 -6.2045
H 4.5465 2.7743 -4.6239
H 3.7410 1.9536 -2.4604
H 3.3232 1.4833 1.4967
H 4.8026 2.6292 3.0894
H 7.2635 2.3064 2.9304
H 8.1936 0.8436 1.1827
H 8.0002 -0.7001 -0.4989
H 6.8305 -0.1356 -1.6998
H 6.4629 -1.5497 -0.7199
H 4.9207 -1.9696 1.3448
H 5.2214 -4.3334 1.9814
H 4.1547 -6.1160 0.6241
H 2.7467 -5.5122 -1.3077
H 1.9858 -3.9269 -2.8983
H 2.4752 -2.2301 -2.8304
H 1.1243 -2.8106 -1.8415
*
```

---

Record 3
The following is a DFT calculation (wB97M-V/def2-TZVPD) of 5 unconnected molecules or ions with the total composition C27H63Br2ClF3O8P3 at a distorted geometry.

## Properties
SMILES string: CCOP(=O)(CCC[PH2](CC[C@](F)(Br)C(F)(F)Br)P(O)Cl)OCC.CCOCC.CCOCC.CCOCC.CCOCC
E in eV: -234018.8171
HOMO energy in Eh: -0.2906
Orbital gap in eV: 7.6899

The geometry in ORCA input format:
```
! wB97M-V def2-TZVPD RIJCOSX def2/J DEFGRID3
* xyz 0 1
C 5.1141 0.2967 1.0588
C 4.5126 -1.0689 0.3048
O 4.2070 -2.0285 1.3766
P 2.8940 -3.0998 0.9482
O 2.4903 -3.8613 2.3055
C 1.2975 -2.1345 0.3823
C 1.1125 -0.7716 1.2496
C 0.3845 0.4849 0.5197
P -0.4180 0.1527 -1.1697
C -2.1878 -0.0517 -0.4396
C -2.5146 -1.6213 -0.0496
C -3.1166 -1.8206 1.4756
F -2.2978 -1.0079 2.4363
Br -2.9448 -3.7374 2.1385
C -4.6704 -1.2730 1.6310
F -5.0956 -1.5621 3.0469
F -4.7477 0.2076 1.4774
Br -5.9778 -2.1510 0.3915
P 1.5767 0.5592 -2.0685
O 1.8946 -0.6696 -3.3134
Cl 1.5707 2.5225 -2.9304
O 3.3700 -4.1881 -0.3373
C 2.5685 -5.4225 -0.3381
C 1.0704 -5.2767 -0.9935
H 4.1914 0.9616 1.4168
H 5.6754 -0.0580 2.0317
H 5.8222 0.9242 0.3589
H 5.3172 -1.4556 -0.4776
H 3.5872 -0.6989 -0.3106
H 0.3995 -2.8602 0.6849
H 1.4295 -2.0097 -0.7708
H 0.4826 -1.0148 2.2337
H 2.1642 -0.3881 1.6438
H 1.1895 1.3511 0.3555
H -0.4159 0.9419 1.2556
H -0.4130 -1.2081 -1.6931
H -0.9158 1.1940 -2.0796
H -2.9315 0.2659 -1.3165
H -2.4253 0.7054 0.4438
H -3.2978 -2.0183 -0.8551
H -1.5730 -2.3404 -0.1699
H 2.7175 -1.1650 -2.9797
H 3.1467 -6.2157 -1.0138
H 2.4410 -5.9299 0.7098
H 0.7768 -6.2619 -1.5986
H 0.9071 -4.3070 -1.6295
H 0.3000 -5.2449 -0.0837
C 4.1515 -3.5644 -4.9986
C 3.5165 -4.7391 -4.2741
O 2.1749 -4.9959 -4.6789
C 1.9775 -5.3427 -6.0472
C 2.6887 -6.6213 -6.4542
H 3.5151 -2.6759 -4.9273
H 5.1307 -3.3335 -4.5678
H 4.2948 -3.7795 -6.0615
H 3.4797 -4.5104 -3.2038
H 4.1255 -5.6431 -4.3767
H 2.2614 -4.5080 -6.6961
H 0.8993 -5.4849 -6.1784
H 3.7753 -6.5002 -6.4290
H 2.4075 -6.9081 -7.4717
H 2.4346 -7.4394 -5.7727
C -2.5882 4.2395 -6.3930
C -2.9542 4.8987 -5.0740
O -2.0550 4.5838 -4.0148
C -0.6993 4.9881 -4.1884
C -0.5303 6.4916 -4.3202
H -2.4562 3.1601 -6.2626
H -3.3716 4.4126 -7.1373
H -1.6513 4.6376 -6.7932
H -3.9394 4.5350 -4.7637
H -3.0461 5.9839 -5.1863
H -0.2516 4.4634 -5.0385
H -0.1591 4.6519 -3.2967
H -0.9749 6.8645 -5.2471
H 0.5307 6.7580 -4.3271
H -1.0203 7.0105 -3.4902
C 1.9204 1.1119 6.4784
C 3.1796 0.5623 5.8299
O 3.4585 1.1378 4.5569
C 3.6943 2.5431 4.5307
C 4.9009 2.9678 5.3492
H 1.0697 1.0426 5.7919
H 1.6853 0.5543 7.3902
H 2.0367 2.1651 6.7496
H 3.0458 -0.5117 5.6629
H 4.0442 0.6670 6.4935
H 2.7952 3.0856 4.8403
H 3.8712 2.8082 3.4827
H 4.7355 2.8084 6.4183
H 5.1109 4.0307 5.1979
H 5.7850 2.3883 5.0647
C -7.7260 3.9007 5.9450
C -7.7357 3.9017 4.4258
O -6.4339 3.9731 3.8513
C -5.5471 2.8971 4.1467
C -6.0459 1.5509 3.6518
H -7.1445 4.7457 6.3289
H -8.7468 3.9681 6.3338
H -7.2754 2.9864 6.3420
H -8.2766 4.7892 4.0809
H -8.2789 3.0360 4.0331
H -5.3279 2.8683 5.2189
H -4.6020 3.1272 3.6429
H -6.9411 1.2322 4.1930
H -5.2790 0.7836 3.7923
H -6.3061 1.6011 2.5897
*
```

---

Record 4
The following is a DFT calculation (wB97M-V/def2-TZVPD) of a molecular structure, C38H35GeN4NaO4 at a distorted geometry.

## Properties
E in eV: -115060.2032
HOMO energy in Eh: -0.0558
Orbital gap in eV: 5.5068

The geometry in ORCA input format:
```
! wB97M-V def2-TZVPD RIJCOSX def2/J DEFGRID3
* xyz -2 1
Na -0.4525 -3.2047 -0.1861
C 3.5105 -4.0645 -0.6219
N 2.3563 -3.9507 0.2354
C 2.6130 -3.9997 1.4676
C 1.6654 -3.8610 2.5310
C 1.9415 -3.8633 3.9089
C 0.7056 -3.6667 4.5620
C -0.2439 -3.5005 3.5181
N 0.3133 -3.6744 2.3027
C 4.0641 -2.6850 -1.0846
C 3.3254 -1.5297 -0.8101
C 3.7864 -0.3484 -1.4081
C 4.9604 -0.2457 -2.1242
C 5.7313 -1.4121 -2.2743
C 5.2826 -2.6079 -1.7470
H 3.2780 -4.6915 -1.4704
H 4.2872 -4.6137 -0.0781
H 3.6379 -4.2044 1.8092
H 2.9234 -3.9423 4.3687
H 0.5042 -3.5534 5.6306
H -1.3224 -3.3822 3.5934
H 2.3698 -1.5794 -0.3340
H 3.1315 0.4868 -1.2360
H 5.2667 0.6910 -2.5154
H 6.6932 -1.2994 -2.8330
H 5.9149 -3.4852 -1.8688
C -6.2112 -4.9286 -0.1509
N -5.0594 -4.2492 -0.6858
C -5.1558 -3.3932 -1.7738
C -4.0671 -2.9647 -2.3955
C -2.7461 -3.4042 -1.9043
O -1.7164 -2.8831 -2.3571
N -2.6889 -4.3011 -0.9138
C -3.7715 -4.8174 -0.3413
O -3.7949 -5.7732 0.4262
H -7.0978 -4.3257 -0.3420
H -6.1890 -5.0285 0.9406
H -6.3471 -5.9488 -0.6113
H -6.1648 -3.1959 -2.0959
H -4.0478 -2.1824 -3.1809
O -1.4747 -1.0322 1.2995
C -0.3218 -0.5773 1.1591
O 0.5399 -0.9387 0.2921
C 0.2303 0.4422 2.1417
C 1.1929 1.4495 1.5036
Ge 0.2545 2.6115 0.2259
C -1.0202 1.9839 -1.1345
C -2.1868 2.7419 -1.3093
C -3.1433 2.4136 -2.2929
C -2.9865 1.2296 -2.9796
C -1.9067 0.4050 -2.7558
C -0.9241 0.7764 -1.8450
C 1.5394 3.7659 -0.6912
C 2.7420 4.0636 -0.0338
C 3.5496 5.0704 -0.5752
C 3.1959 5.6656 -1.7783
C 2.0795 5.2888 -2.4587
C 1.2580 4.3108 -1.9681
C -0.8646 3.8831 1.3111
C -0.5726 5.2815 1.3154
C -1.2859 6.1098 2.1821
C -2.2801 5.5880 3.0326
C -2.6083 4.2408 2.9715
C -1.9282 3.4228 2.0781
H 0.7796 -0.1577 2.8652
H -0.5499 0.9799 2.6817
H 1.9715 0.8534 1.0296
H 1.6401 2.1343 2.2688
H -2.3816 3.6907 -0.7648
H -4.0188 2.9835 -2.4264
H -3.8622 0.9336 -3.5529
H -1.8481 -0.5939 -3.1771
H -0.0999 0.1307 -1.6619
H 3.0110 3.5372 0.8825
H 4.4383 5.3975 -0.0438
H 3.8117 6.4716 -2.1096
H 1.9070 5.7542 -3.4182
H 0.2996 4.0488 -2.4201
H 0.1205 5.6885 0.6750
H -1.1234 7.1698 2.2198
H -2.7410 6.2058 3.7802
H -3.3404 3.7682 3.5724
H -2.2778 2.3916 1.9594
*
```

---

The lowest E belongs to which entry? C50H45ClN3O6SSbSe2Ti

---

Repeat the fourth record exactly.
The following is a DFT calculation (wB97M-V/def2-TZVPD) of a molecular structure, C38H35GeN4NaO4 at a distorted geometry.

## Properties
E in eV: -115060.2032
HOMO energy in Eh: -0.0558
Orbital gap in eV: 5.5068

The geometry in ORCA input format:
```
! wB97M-V def2-TZVPD RIJCOSX def2/J DEFGRID3
* xyz -2 1
Na -0.4525 -3.2047 -0.1861
C 3.5105 -4.0645 -0.6219
N 2.3563 -3.9507 0.2354
C 2.6130 -3.9997 1.4676
C 1.6654 -3.8610 2.5310
C 1.9415 -3.8633 3.9089
C 0.7056 -3.6667 4.5620
C -0.2439 -3.5005 3.5181
N 0.3133 -3.6744 2.3027
C 4.0641 -2.6850 -1.0846
C 3.3254 -1.5297 -0.8101
C 3.7864 -0.3484 -1.4081
C 4.9604 -0.2457 -2.1242
C 5.7313 -1.4121 -2.2743
C 5.2826 -2.6079 -1.7470
H 3.2780 -4.6915 -1.4704
H 4.2872 -4.6137 -0.0781
H 3.6379 -4.2044 1.8092
H 2.9234 -3.9423 4.3687
H 0.5042 -3.5534 5.6306
H -1.3224 -3.3822 3.5934
H 2.3698 -1.5794 -0.3340
H 3.1315 0.4868 -1.2360
H 5.2667 0.6910 -2.5154
H 6.6932 -1.2994 -2.8330
H 5.9149 -3.4852 -1.8688
C -6.2112 -4.9286 -0.1509
N -5.0594 -4.2492 -0.6858
C -5.1558 -3.3932 -1.7738
C -4.0671 -2.9647 -2.3955
C -2.7461 -3.4042 -1.9043
O -1.7164 -2.8831 -2.3571
N -2.6889 -4.3011 -0.9138
C -3.7715 -4.8174 -0.3413
O -3.7949 -5.7732 0.4262
H -7.0978 -4.3257 -0.3420
H -6.1890 -5.0285 0.9406
H -6.3471 -5.9488 -0.6113
H -6.1648 -3.1959 -2.0959
H -4.0478 -2.1824 -3.1809
O -1.4747 -1.0322 1.2995
C -0.3218 -0.5773 1.1591
O 0.5399 -0.9387 0.2921
C 0.2303 0.4422 2.1417
C 1.1929 1.4495 1.5036
Ge 0.2545 2.6115 0.2259
C -1.0202 1.9839 -1.1345
C -2.1868 2.7419 -1.3093
C -3.1433 2.4136 -2.2929
C -2.9865 1.2296 -2.9796
C -1.9067 0.4050 -2.7558
C -0.9241 0.7764 -1.8450
C 1.5394 3.7659 -0.6912
C 2.7420 4.0636 -0.0338
C 3.5496 5.0704 -0.5752
C 3.1959 5.6656 -1.7783
C 2.0795 5.2888 -2.4587
C 1.2580 4.3108 -1.9681
C -0.8646 3.8831 1.3111
C -0.5726 5.2815 1.3154
C -1.2859 6.1098 2.1821
C -2.2801 5.5880 3.0326
C -2.6083 4.2408 2.9715
C -1.9282 3.4228 2.0781
H 0.7796 -0.1577 2.8652
H -0.5499 0.9799 2.6817
H 1.9715 0.8534 1.0296
H 1.6401 2.1343 2.2688
H -2.3816 3.6907 -0.7648
H -4.0188 2.9835 -2.4264
H -3.8622 0.9336 -3.5529
H -1.8481 -0.5939 -3.1771
H -0.0999 0.1307 -1.6619
H 3.0110 3.5372 0.8825
H 4.4383 5.3975 -0.0438
H 3.8117 6.4716 -2.1096
H 1.9070 5.7542 -3.4182
H 0.2996 4.0488 -2.4201
H 0.1205 5.6885 0.6750
H -1.1234 7.1698 2.2198
H -2.7410 6.2058 3.7802
H -3.3404 3.7682 3.5724
H -2.2778 2.3916 1.9594
*
```